C41H52CoF3N6S as an isolated structure in a non-equilibrium geometry. Source: OMol25; level of theory: the ωB97M-V functional and the def2-TZVPD basis.

Values from the calculation:
* HOMO: -6.42 eV
* total energy: -108920.7957 eV
* LUMO energy: -0.02125 Eh
* energy above the lowest of the compared OMol25 structures with the same formula, charge and spin: 0.00 kJ/mol

Cartesian coordinates (Å):
Co1 0.258966 0.248612 0.347587
C1 -1.298165 -3.921054 4.589723
C2 0.193196 -3.696850 4.306234
C3 0.402862 -3.109724 2.946626
C4 0.735843 -3.729849 1.789859
C5 1.019412 -5.178453 1.548926
C6 -0.162217 -5.876792 0.862877
C7 0.745126 -2.705078 0.767968
C8 1.174397 -2.910744 -0.521496
C9 1.288575 -1.918965 -1.477428
C10 1.876457 -2.120749 -2.771386
C11 2.540738 -3.377569 -3.239351
C12 3.984304 -3.478439 -2.729729
C13 1.782256 -0.927043 -3.422943
C14 1.145410 -0.017174 -2.510905
C15 0.839722 1.291381 -2.818681
C16 0.266124 2.184231 -1.944199
N1 -0.006764 1.937550 -0.635678
C17 -0.567999 3.081907 -0.155408
C18 -0.911651 3.312801 1.154650
C19 -0.762797 2.396313 2.173712
N2 -0.361557 1.110002 2.005958
C20 -0.345152 0.573795 3.259611
C21 -0.087102 -0.745308 3.551891
C22 0.202507 -1.714332 2.617033
N3 0.368872 -1.499870 1.286398
C23 -0.725939 1.555610 4.247477
C24 -1.002314 2.695752 3.563379
C25 -1.390087 4.033877 4.106196
C26 -0.166177 4.948186 4.258245
C27 -0.775945 1.324461 5.724264
C28 0.614375 1.442580 6.363189
C29 -0.689450 4.072770 -1.205611
C30 -0.155968 3.517193 -2.318399
C31 0.013405 4.129437 -3.673802
C32 1.395772 4.777128 -3.824283
C33 -1.331156 5.413743 -1.039707
C34 -2.860325 5.305295 -0.972899
N4 0.844675 -0.634857 -1.327569
C35 2.291691 -0.577497 -4.785428
C36 3.654408 0.125563 -4.708370
H1 -1.442968 -4.342417 5.585742
H2 -1.724480 -4.609995 3.859588
H3 -1.844809 -2.979710 4.526815
H4 0.722367 -4.648015 4.384487
H5 0.607082 -3.033189 5.068557
H6 1.226688 -5.671909 2.499549
H7 1.910436 -5.285852 0.925088
H8 -1.054068 -5.815707 1.487639
H9 0.059164 -6.930871 0.687875
H10 -0.383940 -5.403444 -0.094413
H11 1.528375 -3.896392 -0.792003
H12 2.544791 -3.403828 -4.330614
H13 1.981360 -4.249321 -2.890212
H14 4.586551 -2.658813 -3.121469
H15 4.438724 -4.417654 -3.049257
H16 4.012648 -3.429511 -1.640840
H17 1.062857 1.637261 -3.818693
H18 -1.288418 4.290633 1.420934
H19 -0.118753 -1.039396 4.591700
H20 -1.870201 3.915305 5.078944
H21 -2.111795 4.513323 3.440861
H22 0.531798 4.533514 4.985836
H23 -0.462262 5.942378 4.596619
H24 0.357222 5.042680 3.306318
H25 -1.178173 0.329260 5.927251
H26 -1.446368 2.050552 6.186897
H27 1.301073 0.715115 5.929427
H28 0.556815 1.274286 7.439692
H29 1.026854 2.437553 6.194900
H30 -0.759749 4.884512 -3.827111
H31 -0.115307 3.368808 -4.446300
H32 1.521919 5.572502 -3.089038
H33 1.515855 5.207532 -4.819746
H34 2.183927 4.040465 -3.664184
H35 -1.057696 6.058707 -1.876446
H36 -0.965023 5.889029 -0.126262
H37 -3.252275 4.885318 -1.899960
H38 -3.309617 6.288570 -0.824458
H39 -3.166587 4.656491 -0.152159
H40 1.580527 0.079488 -5.292013
H41 2.388876 -1.483406 -5.386314
H42 3.587346 1.018735 -4.086690
H43 3.999929 0.412241 -5.702689
H44 4.396575 -0.537181 -4.263293
F1 2.968888 0.872866 -0.267567
C37 2.186345 0.714445 0.827149
F2 2.256849 1.889768 1.495455
F3 2.827875 -0.184294 1.604940
S1 -2.533202 -0.054484 -0.023702
C38 -2.834033 -1.161621 -1.264628
N5 -4.055929 -1.205460 -1.833118
C39 -4.388340 -1.979572 -3.022107
C40 -3.106114 -2.306930 -3.769631
C41 -2.135370 -2.942513 -2.787515
N6 -1.906590 -2.020060 -1.689466
H45 -4.730383 -0.568776 -1.445997
H46 -5.061356 -1.394272 -3.649133
H47 -4.907160 -2.902585 -2.743871
H48 -2.669700 -1.383773 -4.157174
H49 -3.310893 -2.980303 -4.600978
H50 -1.179776 -3.168586 -3.259277
H51 -2.561886 -3.876745 -2.405724
H52 -0.974824 -1.892591 -1.326745

Force components x, y, z for each atom (eV/Å):
0.98 0.13 0.46
0.13 -0.03 0.08
-0.20 0.01 -0.11
0.06 0.09 0.08
0.10 -0.04 -0.04
-0.24 0.06 -0.12
0.13 -0.07 0.09
-0.13 0.05 0.16
0.18 0.06 -0.12
0.03 -0.09 0.26
-0.04 0.11 -0.30
0.10 0.08 0.17
-0.07 -0.09 -0.09
-0.02 -0.26 -0.03
-0.21 0.08 0.05
0.03 -0.04 0.02
-0.07 0.03 -0.09
0.10 -0.07 0.22
0.08 0.01 -0.21
-0.03 -0.05 0.21
0.06 0.14 -0.32
0.05 -0.15 0.13
-0.03 -0.09 -0.12
0.02 0.06 0.01
-0.09 -0.11 0.00
0.16 0.20 -0.13
-0.18 0.16 0.02
-0.04 -0.15 0.23
0.25 0.06 -0.09
-0.13 0.00 0.02
0.29 -0.02 -0.08
-0.15 0.00 0.05
0.04 0.03 0.11
-0.07 -0.06 -0.06
0.22 0.04 0.16
-0.14 0.00 -0.08
-0.19 -0.14 -0.01
0.09 0.10 0.00
0.21 0.08 -0.03
0.18 0.17 0.19
-0.10 -0.06 -0.09
-0.04 0.00 0.00
-0.03 0.02 -0.01
-0.04 -0.02 -0.01
0.06 0.03 0.02
0.08 -0.05 0.01
0.07 0.00 -0.02
0.05 -0.02 0.07
-0.03 0.02 -0.03
-0.02 0.00 -0.04
-0.04 -0.01 0.00
-0.05 -0.04 0.05
-0.07 -0.06 0.00
-0.04 -0.02 -0.10
0.01 0.02 0.04
0.03 0.00 0.03
0.03 0.02 0.00
0.01 0.00 0.00
-0.01 0.02 -0.06
-0.05 -0.04 -0.01
-0.08 -0.02 -0.04
-0.08 -0.03 0.06
0.03 0.00 -0.02
0.02 0.01 -0.01
0.04 0.03 0.02
-0.10 0.05 0.05
-0.06 -0.05 -0.01
0.03 0.02 0.01
0.05 -0.02 0.00
0.04 -0.01 -0.01
-0.03 -0.04 -0.06
-0.10 0.04 -0.02
0.04 -0.01 0.01
0.04 0.00 0.00
0.03 0.02 0.01
0.09 0.03 0.05
0.06 0.06 -0.05
-0.02 -0.03 0.02
-0.03 -0.01 0.00
-0.03 -0.02 -0.02
-0.03 -0.08 -0.05
-0.08 0.01 -0.03
0.04 0.01 0.00
0.03 0.02 0.01
0.03 0.03 0.02
-0.08 -0.02 -0.03
-1.20 -0.06 -0.41
-0.04 0.01 -0.04
-0.18 -0.09 -0.03
0.40 0.01 0.07
-0.07 0.19 0.30
0.02 -0.14 -0.16
0.05 -0.05 0.00
-0.03 -0.01 0.09
-0.04 -0.01 -0.03
-0.17 -0.03 -0.23
0.05 0.05 0.00
-0.01 0.03 0.04
-0.01 0.00 -0.02
0.02 -0.04 -0.07
-0.02 0.01 -0.01
0.04 0.03 0.06
0.08 -0.05 -0.04
-0.01 0.02 0.04